1.
The following is a quantum chemistry calculation of a structure of composition C14H16Cl2MoN4O2SSi at a distorted geometry, from the Open Molecules 2025 dataset.

The energy above the lowest of the compared OMol25 structures with the same formula, charge and spin is 0.2205 eV. Its charge is 0.

CARTESIAN COORDINATES (ANGSTROEM)
Mo: -0.91570 0.59919 -0.28824
O: -1.67886 1.04718 1.34135
O: -2.35340 1.86673 2.06105
N: -1.91508 -1.07271 -0.71460
C: -2.48787 -2.06200 -0.97654
C: -3.12827 -3.21214 -1.29452
C: -2.76294 -3.89163 -2.49059
N: -2.46813 -4.43708 -3.45994
C: -4.12389 -3.72371 -0.41546
N: -4.92246 -4.12996 0.30627
C: 1.94452 -2.67286 -0.59405
Si: 1.48532 -1.45637 0.73779
C: 2.93483 -0.98872 1.80599
C: 0.07608 -2.10665 1.77235
N: 0.90527 0.05494 -0.04112
C: 1.77836 1.13986 -0.32311
C: 1.42054 2.39331 0.15898
C: 2.17336 3.51821 -0.14469
C: 3.32605 3.37950 -0.89923
C: 3.70371 2.11890 -1.36299
C: 2.93292 1.00153 -1.09031
H: 2.12444 -3.65785 -0.15657
H: 2.84862 -2.37833 -1.12973
H: 1.13737 -2.77635 -1.32228
H: 3.29418 -1.87029 2.34175
H: 2.64891 -0.23987 2.54739
H: 3.76499 -0.58765 1.22358
H: 0.47542 -2.83705 2.48059
H: -0.68369 -2.61471 1.17821
H: -0.40937 -1.32205 2.35756
H: 0.54407 2.49056 0.79821
H: 1.86427 4.48812 0.22090
H: 3.93497 4.24359 -1.12748
H: 4.60316 2.01080 -1.95486
H: 3.20888 0.03136 -1.48360
Cl: -4.77185 1.50168 -0.04328
C: -4.90872 3.19961 0.43568
Cl: -3.53834 4.18124 -0.10079
H: -4.95240 3.23815 1.51686
H: -5.80372 3.60291 -0.02104
S: -1.30560 1.93060 -1.84949

---

2.
The following is a quantum chemistry calculation of a cluster of 2 separate species, C14H16F3N5O4S in total at a distorted geometry, from the Open Molecules 2025 dataset.

The energy above the lowest of the compared OMol25 structures with the same formula, charge and spin is 6.5696 eV. Its charge is 0.

CARTESIAN COORDINATES (ANGSTROEM)
C: -3.20380 -1.41946 -1.81573
N: -3.11531 0.05076 -1.57251
C: -2.34605 0.36508 -0.32779
C: -0.73508 0.26026 -0.55683
N: -0.28852 1.01208 -1.64745
N: 1.01799 1.01513 -1.87726
C: 1.89159 0.28422 -1.04371
N: 3.33728 0.41404 -1.38325
C: 1.56978 -0.62439 0.16092
C: 2.63643 -1.44424 1.03051
C: 3.33581 -2.48657 -0.00389
O: 2.62973 -2.91687 -0.96289
C: 0.01572 -0.64133 0.45471
C: -0.60488 -1.48763 1.63255
C: -0.72960 -3.00972 1.47762
C: -1.31016 -3.99106 2.54357
C: -1.81397 -3.21536 3.81773
C: -1.64448 -1.68575 3.77894
N: -1.07359 -0.83784 2.80306
H: -3.88046 -1.61930 -2.72997
H: -2.17180 -1.88105 -2.02135
H: -3.70722 -1.89205 -0.89454
H: -2.67475 0.45808 -2.40806
H: -2.72448 -0.34867 0.47266
H: -2.53319 1.44946 -0.02704
H: 1.37867 1.58046 -2.67803
H: 3.59591 -0.24659 -2.12751
H: 3.91066 0.30724 -0.53831
H: 2.04421 -2.10143 1.75968
H: 3.41310 -0.77832 1.54589
H: 4.43187 -2.78995 0.10256
H: -0.36123 -3.46633 0.48811
H: -1.37793 -5.11625 2.41902
H: -2.27931 -3.77186 4.71092
H: -2.05439 -1.13968 4.70889
C: 1.31990 5.59324 -0.70100
F: 1.99661 4.70866 0.07738
F: 0.86928 6.55716 0.13557
F: 2.25082 6.18623 -1.48701
S: -0.04491 4.79280 -1.67890
O: -0.93967 4.21204 -0.68209
O: 0.62152 3.79243 -2.51176
O: -0.65210 5.87232 -2.44337

---

3.
The following is a quantum chemistry calculation of a structure of composition C14H16FeNO5 at a distorted geometry, from the Open Molecules 2025 dataset.

The energy above the lowest of the compared OMol25 structures with the same formula, charge and spin is 0.0000 eV. The expectation value of S² is 6.055. Its spin multiplicity is 5. Its charge is +1.

CARTESIAN COORDINATES (ANGSTROEM)
O: -6.19470 -5.17011 0.66771
C: -5.19324 -4.59116 0.51201
Fe: -3.99848 -3.38583 -0.00116
C: -4.02570 -3.82189 -1.69329
O: -4.33819 -3.92494 -2.81500
C: -5.16025 -2.10779 -0.33303
O: -5.96135 -1.38334 -0.76963
C: -0.58560 0.22483 -0.56280
C: -1.04804 0.40604 0.73695
C: -1.79837 -0.48757 1.50591
C: -2.04463 -1.83717 1.29849
C: -2.02269 -2.55143 0.05753
C: -1.61654 -1.98367 -1.19420
C: -0.97908 -0.78898 -1.45491
H: -0.15626 1.09374 -1.06065
H: -0.79660 1.35900 1.21927
H: -2.13257 -0.07449 2.46752
H: -2.34964 -2.40432 2.19365
H: -2.02501 -3.68921 0.13704
H: -1.78858 -2.63176 -2.06124
H: -0.73131 -0.58743 -2.50687
C: 4.51982 4.65585 1.36822
C: 4.65762 3.47288 0.45266
O: 3.38057 2.80387 0.56201
C: 3.36394 1.61429 -0.05777
C: 1.93104 1.14670 -0.18027
N: 1.87365 -0.19898 -0.63629
O: 4.35632 1.03622 -0.45219
H: 5.43334 5.24853 1.39231
H: 3.68729 5.29013 1.04911
H: 4.29890 4.31053 2.38217
H: 4.80450 3.77491 -0.59265
H: 5.45770 2.79455 0.76268
H: 1.49616 1.23757 0.81823
H: 1.48488 1.89248 -0.85133
H: 1.35932 -0.26989 -1.51859
H: 2.84177 -0.47215 -0.84159

---

4.
The following is a quantum chemistry calculation of a structure of composition C14H16LiN4O12 at a distorted geometry, from the Open Molecules 2025 dataset.

As for the energy: -45510.6130 eV. Its charge is -3.

CARTESIAN COORDINATES (ANGSTROEM)
Li: 0.79896 0.22477 0.81129
C: -2.88478 1.58030 -1.42220
C: -3.86345 0.82137 -1.98371
C: -3.85105 -0.70448 -1.95002
O: -4.68491 -1.47604 -2.55365
C: -2.85264 -1.38739 -1.38178
C: -1.70892 -0.68462 -0.86062
C: -1.67441 0.86409 -0.84077
O: -0.65198 1.48231 -0.38610
O: -0.64656 -1.27946 -0.50914
O: -4.77305 1.56197 -2.52183
H: -2.88271 2.64290 -1.61530
H: -2.79428 -2.46468 -1.43141
C: 3.63510 -1.08683 0.26845
C: 4.41407 -2.11853 0.62136
C: 4.27205 -3.49227 -0.01097
O: 4.91199 -4.50221 0.43125
C: 3.32500 -3.81934 -0.94509
C: 2.52830 -2.67157 -1.45052
C: 2.61063 -1.25210 -0.69052
O: 1.68460 -0.35405 -0.82857
O: 1.93083 -2.61660 -2.52908
O: 5.29749 -1.72358 1.47593
H: 3.75389 -0.05631 0.56900
H: 3.17657 -4.79654 -1.38033
O: -0.06981 -2.64449 1.52595
H: -0.13727 -3.50555 1.11331
H: -0.08510 -2.02635 0.79526
O: 2.00383 1.51539 1.92867
H: 2.20213 2.44586 2.03426
H: 2.27822 1.11633 2.75433
C: -1.96577 0.28809 3.12077
O: -0.95061 0.15642 2.40880
N: -2.61881 1.34959 3.35002
N: -2.47997 -0.63691 3.92006
H: -3.47672 1.26624 3.87646
H: -2.24561 2.24222 3.06010
H: -3.36699 -0.48575 4.37881
H: -2.14744 -1.59048 3.93486
C: 0.73813 3.74133 -2.55132
O: 1.32209 4.58770 -3.19494
N: -0.57343 3.58694 -2.39987
N: 1.41156 3.10374 -1.61173
H: -0.85734 2.94770 -1.67126
H: -1.22253 4.05952 -3.01259
H: 0.76396 2.52626 -1.09477
H: 2.40673 3.26508 -1.55088

---

5.
The following is a quantum chemistry calculation of a structure of composition C14H16MgNO5P at a distorted geometry, from the Open Molecules 2025 dataset.

As for the energy: -41207.0090 eV. Its charge is +2.

CARTESIAN COORDINATES (ANGSTROEM)
C: -2.13420 5.60645 1.43393
C: -3.02310 4.70619 0.34200
C: -2.71005 3.07226 0.50693
O: -2.30417 2.68148 1.71745
O: -2.94264 2.21204 -0.66401
C: -2.40374 0.85573 -0.48037
C: -0.82054 0.87980 -0.90827
C: 0.09402 -0.31469 -0.25733
C: -0.19810 -1.03572 1.22217
C: 0.83617 -2.21715 1.79606
P: 0.60986 -3.10545 3.49163
O: 0.78222 -4.68036 3.19100
C: 2.16874 -2.71257 0.91482
C: 2.43314 -2.01064 -0.54248
C: 1.40289 -0.85567 -1.08210
C: 2.03977 -0.46753 -2.54148
O: 1.83037 0.54886 -3.38130
N: 3.10645 -1.49339 -2.91605
C: 2.63483 -2.69593 -3.73151
C: 3.60504 -2.19739 -1.67314
O: 4.74006 -2.84165 -1.39026
H: -2.53356 5.42064 2.53019
H: -2.24255 6.75529 1.20013
H: -0.97317 5.33643 1.38934
H: -2.71486 5.11151 -0.71792
H: -4.16111 4.95583 0.56998
H: -2.95417 0.17033 -1.28772
H: -2.62876 0.36619 0.55831
H: -0.80241 0.88329 -2.10225
H: -0.37504 1.92273 -0.56258
H: -1.11887 -0.72736 1.88038
H: 1.68137 -2.79461 4.44018
H: -0.69766 -2.94566 4.07368
H: 2.93450 -3.52549 1.32070
H: 3.50131 -3.50961 -3.62508
H: 1.66947 -3.20432 -3.29343
H: 2.56121 -2.45951 -4.89023
Mg: -0.89270 -5.69033 3.46862

---

6.
The following is a quantum chemistry calculation of an isolated molecule of C14H16N2O at a distorted geometry, from the Open Molecules 2025 dataset.

The energy above the lowest of the compared OMol25 structures with the same formula, charge and spin is 3.3057 eV. Its SMILES is [H]/N=C\C[C@]1(CC#C)CCO[C@@H]1c1ccccn1. Its charge is 0.

CARTESIAN COORDINATES (ANGSTROEM)
H: -1.78362 2.85451 -1.83466
N: -0.80350 3.11012 -1.68361
C: -0.35658 2.44113 -0.70179
C: -1.24079 1.44249 0.04541
C: -0.47577 0.36170 0.88031
C: -1.15808 0.44063 2.29662
C: -0.82219 1.70865 2.98829
C: -0.51130 2.83601 3.25890
C: 1.03103 0.50227 1.06691
C: 1.36704 -0.85937 1.75397
O: 0.31500 -1.76322 1.34075
C: -0.55758 -1.11146 0.42373
C: 0.00869 -1.40575 -0.99304
C: 0.46280 -2.70611 -1.22367
C: 0.94729 -2.99921 -2.50735
C: 0.91921 -1.93836 -3.41534
C: 0.47041 -0.66885 -3.07832
N: 0.00687 -0.39387 -1.85276
H: 0.69175 2.59394 -0.43466
H: -2.00617 1.95241 0.63891
H: -1.78848 0.90202 -0.74014
H: -2.24870 0.41953 2.17151
H: -0.88365 -0.39893 2.94476
H: -0.14574 3.82521 3.43519
H: 1.65565 0.62025 0.17646
H: 1.40581 1.24866 1.77859
H: 2.32528 -1.29570 1.44745
H: 1.29751 -0.81296 2.84802
H: -1.60042 -1.45622 0.47104
H: 0.42559 -3.45988 -0.44502
H: 1.30516 -3.98702 -2.77785
H: 1.26392 -2.11029 -4.43635
H: 0.48354 0.10766 -3.84225

---

7.
The following is a quantum chemistry calculation of an isolated molecule of C14H16N2O2S at a distorted geometry, from the Open Molecules 2025 dataset.

The energy above the lowest of the compared OMol25 structures with the same formula, charge and spin is 1.4896 eV. Its SMILES is Cc1ccc(C)c(S(=O)(=O)NCc2ccncc2)c1. Its charge is 0.

CARTESIAN COORDINATES (ANGSTROEM)
C: -4.22412 -2.82437 0.11644
C: -3.74444 -1.40550 0.11070
C: -4.64903 -0.34942 0.12863
C: -4.21409 0.96237 0.10162
C: -2.85769 1.26973 0.05960
C: -2.36650 2.67782 0.02052
C: -1.96327 0.20680 0.05072
S: -0.21194 0.57690 -0.01337
O: 0.09315 1.13466 -1.30153
O: 0.15522 1.32691 1.15676
N: 0.49636 -0.95144 0.09195
C: 1.54704 -1.26820 -0.86265
C: 2.88521 -0.74074 -0.41870
C: 3.15752 0.62229 -0.46664
C: 4.37909 1.06911 0.01189
N: 5.30532 0.26814 0.51194
C: 5.04585 -1.02620 0.55654
C: 3.85653 -1.58223 0.11053
C: -2.38848 -1.10571 0.07039
H: -4.62648 -3.08643 -0.86199
H: -3.41173 -3.50813 0.34648
H: -5.01756 -2.95831 0.84879
H: -5.70827 -0.56013 0.16149
H: -4.93633 1.76542 0.11227
H: -1.74907 2.82759 -0.86379
H: -1.73578 2.87416 0.88600
H: -3.19534 3.38120 0.00796
H: 0.77729 -1.11131 1.04915
H: 1.57955 -2.35564 -0.98840
H: 1.24451 -0.80042 -1.80159
H: 2.42607 1.30809 -0.86312
H: 4.63279 2.12061 -0.00574
H: 5.82928 -1.64619 0.97319
H: 3.69122 -2.64811 0.17033
H: -1.65039 -1.89177 0.05114

---

8.
The following is a quantum chemistry calculation of an isolated molecule of C14H16N2O3S, from the Open Molecules 2025 dataset.

The energy above the lowest of the compared OMol25 structures with the same formula, charge and spin is 2.5957 eV. Its SMILES is CCOc1ccc(S(=O)(=O)NCc2cccnc2)cc1. Its charge is 0.

CARTESIAN COORDINATES (ANGSTROEM)
C: -5.41799 -1.68033 0.69201
C: -5.64868 -0.27631 0.14184
O: -4.70185 0.08046 -0.84959
C: -3.44481 0.43473 -0.49918
C: -2.97836 0.58854 0.80705
C: -1.66648 0.96897 1.02891
C: -0.82210 1.19620 -0.03722
S: 0.87851 1.61333 0.27980
O: 0.97753 2.33423 1.51461
O: 1.45360 2.16917 -0.91256
N: 1.51127 0.08493 0.56819
C: 2.24648 -0.57776 -0.49256
C: 3.73588 -0.44533 -0.33045
C: 4.52848 -1.52752 0.02996
C: 5.89031 -1.33918 0.20424
C: 6.40411 -0.06589 0.01484
N: 5.65920 0.97299 -0.32374
C: 4.36317 0.78989 -0.49074
C: -1.27020 1.05690 -1.33836
C: -2.57496 0.67924 -1.56950
H: -6.20085 -1.92709 1.40366
H: -4.45342 -1.75224 1.18838
H: -5.43995 -2.40174 -0.12079
H: -5.66289 0.46572 0.94863
H: -6.60901 -0.23582 -0.37924
H: -3.62381 0.42285 1.65454
H: -1.28763 1.10459 2.02914
H: 1.95511 0.04282 1.47204
H: 1.92616 -0.10268 -1.42213
H: 1.95724 -1.63543 -0.51030
H: 4.08523 -2.50480 0.16714
H: 6.53402 -2.16003 0.48082
H: 7.45983 0.13689 0.13827
H: 3.78518 1.66233 -0.76636
H: -0.59069 1.26099 -2.15012
H: -2.95763 0.56640 -2.57124